[1]
Formula: C27H41Cl2F3N2O9S5
Source: the OMol25 dataset
Level of theory: ωB97M-V/def2-TZVPD

- SMILES string: C[C@@H](Cl)Cc1cc2nsnc2c(Cl)c1COC(F)(F)F.O=S1(=O)CCCC1.O=S1(=O)CCCC1.O=S1(=O)CCCC1.O=S1(=O)CCCC1
- Spin multiplicity: 1
- Energy: -5050.518674 Ha
- Orbital gap: 0.2476 hartree

Last column: Mulliken charge in e.
Geometry (Å):
C -1.56122 1.15952 2.34951  -0.783
C -3.14078 1.47184 1.91601  0.079
Cl -4.04871 1.88512 3.52164  -0.191
C -3.25934 2.69207 0.79891  0.392
C -4.31831 3.82517 1.41041  0.009
C -3.61940 5.11901 2.19140  -0.705
C -4.57587 6.27605 2.85868  0.453
N -4.16376 7.51097 3.63743  -0.528
S -5.72684 8.22086 4.02010  0.211
N -7.02285 7.24656 3.35056  -0.482
C -6.22007 6.11645 2.70048  0.385
C -6.90917 4.84491 1.92430  0.142
Cl -8.79196 4.76398 1.80708  -0.157
C -5.97017 3.66096 1.26116  0.565
C -6.62073 2.32357 0.50572  -0.715
O -6.71339 1.16058 1.40199  -0.235
C -7.86987 1.23906 2.30766  0.807
F -9.16715 1.51822 1.65009  -0.224
F -8.00686 -0.13621 2.91824  -0.274
F -7.69318 2.16534 3.46126  -0.196
H -1.63045 0.48117 3.31883  0.303
H -1.11257 2.18585 2.69163  0.187
H -0.94922 0.63865 1.47803  0.021
H -3.67164 0.53582 1.44472  0.373
H -3.63579 2.31682 -0.24422  -0.437
H -2.20873 3.19959 0.62322  0.393
H -2.43919 5.18773 2.26634  0.214
H -5.81952 2.03568 -0.33115  -0.009
H -7.60460 2.58330 -0.07522  0.429
C 3.56966 -0.80309 0.47426  -0.208
C 4.18361 -0.39996 1.81409  -0.425
C 3.22597 0.58753 2.47882  -1.030
S 1.59483 0.18976 1.86821  1.506
O 1.11705 1.30118 1.07285  -0.709
O 0.81178 -0.38892 2.94172  -0.763
C 2.10908 -1.11305 0.76646  -0.669
H 4.08291 -1.66335 0.03476  0.065
H 3.64235 0.03252 -0.23208  0.148
H 4.29446 -1.28903 2.44670  0.294
H 5.17828 0.03887 1.68777  0.264
H 3.23993 0.49067 3.56737  0.393
H 3.45255 1.61851 2.19352  0.379
H 1.48318 -1.11528 -0.12754  0.462
H 2.00719 -2.06253 1.30045  0.361
C 8.66966 -2.88946 -1.78938  -0.574
C 9.28361 -2.48632 -0.44955  -0.611
C 8.32597 -1.49884 0.21518  -0.731
S 6.69483 -1.89660 -0.39542  1.307
O 6.21705 -0.78519 -1.19079  -0.689
O 5.91178 -2.47528 0.67808  -0.669
C 7.20908 -3.19941 -1.49718  -0.806
H 9.18291 -3.74971 -2.22888  0.348
H 8.74235 -2.05385 -2.49571  0.287
H 9.39446 -3.37539 0.18307  0.298
H 10.27828 -2.04750 -0.57587  0.316
H 8.33993 -1.59570 1.30373  0.357
H 8.55255 -0.46785 -0.07012  0.395
H 6.58318 -3.20165 -2.39118  0.396
H 7.10719 -4.14889 -0.96319  0.364
C -0.19341 -6.21706 -0.79001  -0.561
C -1.33463 -5.20184 -0.75074  -0.667
C -0.76667 -3.89439 -0.20115  -0.537
S 0.96592 -3.88014 -0.63657  1.354
O 1.74728 -3.94616 0.58050  -0.716
O 1.19438 -2.87066 -1.65107  -0.682
C 0.98813 -5.48566 -1.40950  -0.828
H -0.46164 -7.10755 -1.36595  0.354
H 0.05419 -6.53460 0.22995  0.282
H -1.71453 -5.04071 -1.76694  0.281
H -2.17095 -5.55650 -0.14026  0.341
H -1.25939 -3.02458 -0.64295  0.246
H -0.84255 -3.85194 0.88886  0.401
H 1.94411 -5.97752 -1.22202  0.402
H 0.84256 -5.34164 -2.48426  0.345
C 0.01962 1.61532 -3.80403  -0.589
C -0.95205 1.87733 -4.95373  -0.634
C -2.23805 1.11001 -4.65124  -0.692
S -2.33920 0.98611 -2.87190  1.193
O -2.21805 -0.40776 -2.49960  -0.620
O -3.42131 1.82468 -2.39621  -0.789
C -0.79059 1.79858 -2.52938  -0.314
H 0.87805 2.29262 -3.83545  0.364
H 0.39621 0.58728 -3.86526  0.251
H -1.16801 2.95111 -5.01118  0.306
H -0.52965 1.57564 -5.91730  0.336
H -3.11852 1.63566 -5.02938  0.322
H -2.20496 0.09645 -5.06022  0.356
H -0.31947 1.35079 -1.65274  0.073
H -1.00121 2.85631 -2.34529  0.338

Forces on atoms 1 to 6 (eV/Å):
-1.7 0.0 0.5
1.0 -0.5 -0.9
0.8 -0.6 -1.4
-0.9 1.0 0.9
0.0 3.5 1.4
-3.6 -1.5 -1.1

***

[2]
Formula: C27H41Cl3O22S
Source: the OMol25 dataset
Level of theory: ωB97M-V/def2-TZVPD

- SMILES string: C[C@H]1COC(=O)O1.C[C@H]1COC(=O)O1.C[C@H]1COC(=O)O1.C[C@H]1COC(=O)O1.C[C@H]1COC(=O)O1.C[C@H]1COC(=O)O1.O=S1(=O)OCCO1.ClC(Cl)Cl
- Spin multiplicity: 1
- Energy: -4487.351903 Ha
- Orbital gap: 0.3818 hartree
- Relative energy (zero: lowest compared OMol25 entry of this formula, charge and spin): 0.000 eV

Last column: Mulliken charge in e.
Geometry (Å):
C 2.81202 -4.34578 1.37382  0.398
Cl 3.22422 -5.97628 0.86064  -0.128
Cl 1.22243 -4.43909 2.12512  -0.159
Cl 2.80521 -3.08099 0.09906  0.029
H 3.48737 -4.05063 2.17686  -0.159
C 1.43272 2.94847 3.73479  -1.355
C 0.49948 4.03153 3.33120  0.714
C -0.92701 3.91397 3.81308  -0.012
O -1.03044 5.12518 4.48690  -0.379
C 0.01957 5.94202 4.15851  0.543
O 0.09149 7.10527 4.34665  -0.522
O 0.97529 5.25375 3.60344  -0.403
H 2.38291 3.09904 3.22240  0.366
H 1.08564 1.95853 3.43875  0.184
H 1.67666 2.99215 4.79624  0.387
H 0.49601 3.96641 2.24316  0.127
H -0.98553 3.09372 4.52853  0.290
H -1.54348 3.73349 2.93246  0.133
C -6.41794 0.05395 1.73144  -1.328
C -5.29300 1.16258 1.74997  0.662
C -4.08574 0.71485 0.91156  -0.060
O -3.73686 1.88890 0.13123  -0.325
C -4.76683 2.78486 0.11049  0.648
O -4.71011 3.91145 -0.49878  -0.639
O -5.65806 2.31591 1.00648  -0.395
H -7.38011 0.44130 1.39639  0.400
H -6.56417 -0.46882 2.67666  0.306
H -6.21172 -0.60411 0.88732  0.309
H -4.88192 1.46147 2.71422  0.394
H -4.33892 -0.09226 0.22413  0.130
H -3.29163 0.47061 1.61713  -0.147
C 0.19227 0.66933 1.15806  -1.685
C -0.14771 -0.61216 0.36937  2.042
C -1.12468 -1.60894 1.00728  0.030
O -2.12353 -1.77115 0.12360  -0.306
C -2.03983 -1.02975 -0.86274  0.655
O -2.86723 -1.01187 -1.81323  -0.726
O -0.82855 -0.35403 -0.81649  -0.199
H -0.53095 1.47608 1.03884  0.576
H 1.03916 1.16403 0.68250  0.260
H 0.31217 0.57305 2.23716  0.194
H 0.76738 -1.16822 0.16559  -1.029
H -1.67318 -1.17041 1.84091  0.326
H -0.58613 -2.52877 1.23530  -0.098
C 6.75166 0.25104 4.32364  -1.380
C 5.84989 -0.68520 3.39171  0.422
C 5.22293 -1.90142 4.01878  -0.409
O 3.85748 -1.79636 3.70548  -0.309
C 3.68175 -0.76157 3.01060  0.515
O 2.58286 -0.54286 2.49567  -0.437
O 4.69562 0.08281 3.05862  -0.276
H 7.33792 0.80148 3.58783  0.386
H 7.40534 -0.31251 4.98939  0.363
H 6.16495 0.93913 4.93226  0.346
H 6.23569 -0.84923 2.38555  0.155
H 5.24188 -1.67801 5.08548  0.364
H 5.62348 -2.86619 3.70752  0.272
C -0.05085 -3.42376 -6.73640  -1.262
C 0.65034 -2.23045 -6.00860  0.193
C -0.29679 -1.03820 -5.63335  -0.474
O -0.35018 -1.07908 -4.22744  -0.268
C 0.58382 -2.00442 -3.77459  0.578
O 0.91367 -2.18267 -2.65194  -0.410
O 1.07445 -2.70645 -4.73812  -0.358
H 0.65501 -4.14680 -7.14515  0.339
H -0.51722 -2.94605 -7.59803  0.378
H -0.86504 -3.76121 -6.09506  0.336
H 1.56515 -1.84028 -6.45468  0.353
H -1.30730 -1.24979 -5.98295  0.294
H 0.01966 -0.04420 -5.94944  0.281
C 3.29776 0.33151 -1.00679  -0.656
C 4.76269 0.41504 -1.16861  0.662
C 5.45073 -0.88668 -1.05183  -0.414
O 6.74565 -0.41222 -1.55736  -0.334
C 6.43465 0.28319 -2.55579  0.599
O 7.18924 0.58155 -3.48742  -0.631
O 5.21736 0.79683 -2.39769  -0.400
H 2.92732 -0.04625 -1.95976  0.260
H 2.93469 1.34849 -0.85837  0.326
H 2.89044 -0.23532 -0.16960  -0.258
H 5.08794 1.16688 -0.44956  0.197
H 4.99359 -1.57832 -1.75949  0.386
H 5.56724 -1.50328 -0.16059  0.201
C -6.53609 0.17852 -4.06654  -0.293
C -5.92032 0.16937 -2.61583  0.058
O -6.87120 -0.51455 -1.90768  -0.240
S -8.38436 -0.32517 -2.45045  1.074
O -9.13360 0.44098 -1.45663  -0.541
O -8.97973 -1.57611 -2.90257  -0.547
O -7.90282 0.42644 -3.81934  -0.336
H -6.44833 -0.71935 -4.67828  0.293
H -6.19201 0.98038 -4.71980  0.312
H -5.64928 1.09731 -2.11229  0.095
H -4.98443 -0.38563 -2.68047  0.141

Forces on atoms 1 to 6 (eV/Å):
-0.3 0.3 0.4
0.4 0.3 -0.4
-0.4 0.2 0.2
0.2 -0.9 0.4
0.0 0.1 -0.4
1.2 -0.3 0.5

***

[3]
Formula: C27H41CoNO3PS4Si
Source: the OMol25 dataset
Level of theory: ωB97M-V/def2-TZVPD

- Spin multiplicity: 1
- Energy: -4940.387711 Ha
- Orbital gap (spin up / spin down): 0.3026 / 0.2859 hartree
- Relative energy (zero: lowest compared OMol25 entry of this formula, charge and spin): 0.808 eV

Last column: Mulliken charge in e.
Geometry (Å):
Co 0.17333 -0.84565 0.21624  0.154
C -0.87654 0.66118 1.10099  0.202
Si 0.43188 1.78733 1.76095  -1.017
C 2.01108 0.76484 1.81666  -1.266
N 2.21170 0.04840 0.53117  1.595
C 2.67231 1.03027 -0.50533  -0.760
C 3.87201 0.55133 -1.30938  -0.834
C 5.05657 0.26788 -0.38082  -0.765
C 4.62405 -0.57265 0.84109  -0.769
C 3.18641 -1.06041 0.68898  -1.130
C 0.68841 3.38390 0.80909  0.509
C -0.18907 3.78760 -0.19853  -0.163
C -0.07188 5.03600 -0.79824  -0.765
C 0.93321 5.90358 -0.39899  -0.511
C 1.83042 5.51308 0.58829  -0.841
C 1.70623 4.26723 1.18302  0.100
C 0.18119 2.28819 3.56719  0.521
C 0.28373 1.32903 4.58187  -0.190
C 0.15971 1.68032 5.91875  -0.765
C -0.07819 3.00198 6.26995  -0.433
C -0.20790 3.96459 5.27969  -0.709
C -0.08320 3.60858 3.94234  -0.264
H -1.58119 1.11024 0.40415  0.787
H -1.42310 0.16975 1.90470  -0.395
H 1.88015 0.02537 2.60731  1.057
H 2.89406 1.35666 2.09324  0.518
H 2.96452 1.95624 -0.00226  0.225
H 1.84346 1.27540 -1.16223  -0.024
H 4.13967 1.34214 -2.01285  0.516
H 3.61694 -0.33094 -1.89690  0.174
H 5.47308 1.22014 -0.04268  0.302
H 5.84460 -0.24399 -0.93584  0.411
H 4.71680 0.00618 1.76221  0.263
H 5.26131 -1.45076 0.95481  0.468
H 2.88332 -1.64754 1.55246  0.423
H 3.12603 -1.70736 -0.18195  0.358
H -0.97846 3.11724 -0.51925  0.223
H -0.77327 5.33484 -1.56692  0.433
H 1.01997 6.88131 -0.85558  0.371
H 2.61580 6.18851 0.90386  0.414
H 2.40306 3.98200 1.96586  0.391
H 0.45828 0.28941 4.32308  0.201
H 0.25630 0.92242 6.68656  0.426
H -0.16374 3.28067 7.31289  0.368
H -0.39864 4.99697 5.54612  0.405
H -0.18578 4.36906 3.17693  0.336
C 1.47944 -1.44418 -4.77123  -0.684
O 0.68953 -0.51610 -4.02407  -0.359
C 0.56636 -0.69403 -2.71688  0.760
S 1.30168 -1.93169 -1.87497  -0.495
S -0.37667 0.41853 -1.87287  -0.400
H 1.50822 -1.05846 -5.78502  0.264
H 1.02450 -2.43396 -4.75080  0.310
H 2.48528 -1.51436 -4.35912  0.293
C -2.95121 -2.37142 3.51644  -1.370
C -3.05531 -3.69644 2.78822  0.489
C -4.11228 -3.68170 1.70035  -1.269
O -1.76846 -4.12630 2.26166  -0.356
P -0.69318 -3.33686 1.39934  1.250
S 0.34110 -1.96808 2.40045  -0.667
S -1.47725 -2.49415 -0.22740  -0.464
O 0.34685 -4.49605 1.11731  -0.392
C 0.20276 -5.78276 0.45644  0.508
C -0.54309 -6.76406 1.33909  -1.211
C -0.42133 -5.64233 -0.91861  -1.146
H -3.91173 -2.13561 3.97624  0.516
H -2.69592 -1.57079 2.81965  0.174
H -2.18235 -2.41026 4.28721  0.333
H -3.28623 -4.48786 3.50107  0.284
H -3.93197 -2.87069 0.99713  0.242
H -5.09601 -3.54891 2.15299  0.448
H -4.10533 -4.62431 1.15095  0.317
H 1.23857 -6.10557 0.35839  0.225
H -1.58677 -6.47319 1.44839  0.168
H -0.08906 -6.80846 2.32904  0.324
H -0.49974 -7.75788 0.89066  0.461
H -1.47356 -5.36690 -0.83619  0.245
H -0.34266 -6.58754 -1.45746  0.464
H 0.09301 -4.86922 -1.48982  0.188

Forces on atoms 1 to 6 (eV/Å):
0.2 1.0 -1.1
0.5 -0.8 -0.2
0.1 0.3 0.5
0.2 0.0 -0.1
-0.8 -0.1 0.2
0.1 0.0 -0.2